# C34H31AuBF4N3PS

A molecular structure, C34H31AuBF4N3PS (ωB97M-V with the def2-TZVPD basis set, OMol25).

Last column: Mulliken charge in e.
Geometry (Å):
H 0.44104 2.56866 1.23753  0.398
C -1.12268 4.00802 1.39523  -0.637
C 0.39679 1.49903 4.77798  -0.940
H 2.99067 -1.10766 5.88657  0.441
C -2.55367 1.98383 2.72750  1.214
C 2.29988 2.20284 -0.69942  1.175
N 2.71977 -0.07105 0.18530  0.568
C 2.03095 0.74716 6.35505  -0.704
F -2.41857 3.15375 -1.59880  -0.374
C -1.25481 1.74150 2.24975  0.514
C 1.09605 1.68780 5.96024  -0.853
H 6.13912 2.43272 -1.33327  0.379
P -0.29112 0.20805 2.40425  1.069
N 3.52293 -2.22296 0.61760  -0.308
H 3.24529 -1.09496 -5.59277  0.366
H 3.80514 -3.22248 -4.41973  0.343
C 4.50439 1.23219 -0.60797  0.708
F -0.77096 1.55375 -1.35148  0.173
C -1.71897 -1.70040 3.97010  -0.190
H -3.41415 -4.48257 3.06674  0.365
C 2.80230 -1.33156 -4.63381  -0.595
C 1.88922 -0.46819 -4.03491  -0.636
H 2.58912 0.88453 7.27350  0.367
H -1.37806 -1.17052 4.85306  0.423
C 3.11115 -2.51659 -3.97337  -0.381
H -4.12518 3.42395 2.82452  0.371
H 2.58678 -2.55530 0.22014  0.352
C 1.88289 -1.81481 3.57333  -1.390
C 3.13331 1.14679 -0.35031  -1.256
Au 0.60347 -0.79268 0.34600  1.246
H 0.90847 2.56580 6.56585  0.446
H 2.79352 -3.75653 -2.25608  0.378
C 1.31521 -0.75314 -2.80932  -0.310
H 0.59512 -0.05647 -2.38473  0.550
H -0.32465 2.23779 4.45574  0.450
C 1.64269 -1.93246 -2.09508  0.491
C -0.55948 2.76190 1.59942  -0.602
H -4.26019 1.46522 3.89992  0.496
C -2.41885 4.23384 1.82268  -0.804
H -2.89901 5.18444 1.62686  0.363
C 5.07568 2.38113 -1.13521  -0.450
C -1.78140 -1.92020 1.55137  0.846
C -1.39444 -1.21877 2.70887  0.063
H -0.57612 4.76158 0.84825  0.386
H -3.68020 0.13982 2.88741  0.176
C 0.61931 0.37388 3.98103  0.377
C -3.11355 3.23474 2.48241  -0.929
C -3.36585 0.98246 3.50504  -1.041
C -2.85240 -3.56094 2.96952  -0.664
F -0.20700 3.68735 -2.01092  -0.360
H 1.60690 0.45558 -4.52751  0.440
C 1.56762 -0.58868 4.38079  1.106
H 2.32168 -2.58392 4.21076  0.532
H 4.65826 4.34518 -1.86959  0.372
H 1.00244 -2.24481 3.09730  0.124
C 2.55324 -2.81786 -2.74450  -0.426
C -1.36454 -1.40129 0.21922  -2.120
C 2.86220 3.34555 -1.24064  -1.023
H -1.90892 -0.48787 -0.04589  0.465
B -1.20455 2.67852 -2.11941  0.189
S 5.25275 -0.30304 -0.26009  -0.384
C 3.69452 -0.93260 0.22795  0.016
H 2.19982 4.14650 -1.54205  0.474
F -1.34704 2.30028 -3.45576  -0.400
C 2.25774 -0.37312 5.57158  -0.746
N 1.18071 -2.28149 -0.87190  -1.360
H -2.69928 -3.24591 5.09092  0.402
H -1.48832 -2.13511 -0.57334  0.617
C -2.45433 -2.86962 4.10552  -0.859
H -2.80870 -3.65347 0.82546  0.438
C 4.24054 3.44482 -1.43736  -0.602
H 2.60204 -1.59111 2.78355  0.222
H -2.80762 0.57265 4.34617  0.190
C -2.51624 -3.09440 1.70636  -0.841
H 1.22517 2.10268 -0.63496  -0.201
H 4.28956 -2.82655 0.35618  0.307

Net charge = -1
DFT total energy = -75602.7884 eV
Kohn-Sham gap = 5.83 eV
E_LUMO = 2.28 eV
Largest force on an atom = 0.008 Eh/bohr
ΔE to the lowest compared entry with this formula, charge and spin = 0.000 eV

---

# C15H89BIO31

30 unconnected molecules or ions with the total composition C15H89BIO31 (ωB97M-V with the def2-TZVPD basis set, OMol25).

Last column: Mulliken charge in e.
Geometry (Å):
O -0.22544 -1.40099 -4.61142  -0.655
H 6.00892 -7.21258 -0.23854  0.076
H -2.66579 -0.82647 -0.16760  0.265
H 0.67264 2.23719 -8.32494  0.299
H -0.64412 1.73080 -3.94797  -0.300
H -0.68680 -0.36548 -9.25387  0.311
O -1.14649 -0.41792 4.72377  -0.506
O 0.56944 -8.10336 3.98178  -0.626
C 3.17911 -0.04439 -1.20516  -0.175
H -4.54087 6.94900 5.58903  0.281
H 6.73736 -9.94816 -0.11816  0.316
O 0.03979 1.77458 -8.88916  -0.565
H 2.58466 -1.81183 4.30252  0.307
C -2.64740 1.20674 2.44051  -0.435
H 3.63024 2.00921 -1.72258  0.374
H -2.55730 1.13947 -9.17527  0.265
H -1.99212 0.14858 -3.02535  0.347
H 3.68468 -0.69639 0.77238  -0.180
H -2.85097 -2.43603 -4.28133  0.269
O -0.25794 4.54763 0.54737  -0.576
H 3.35208 0.41239 3.32097  0.408
O -7.50120 3.85460 3.65812  -0.643
H -7.97476 -0.12830 -0.60495  0.277
O -0.79742 -1.16876 -9.78050  -0.614
H 1.77004 -4.49128 4.82696  0.288
H -1.41426 -1.80084 -0.55589  0.154
H -1.77037 2.01871 -0.74686  0.325
H -3.21164 1.30074 -1.44988  0.191
C 4.15055 -0.68536 -0.21949  -0.056
H -0.39415 -4.16219 5.58379  0.384
H 5.06770 -0.09294 -0.13121  0.446
H -1.46599 6.02329 -7.41605  0.280
H 1.20952 5.07221 7.69209  0.304
H 0.45875 1.59025 3.28200  0.214
H -2.63639 1.76725 -10.55892  0.346
O -5.03984 -0.38886 -2.30487  -0.683
C 1.53074 1.87440 -1.32689  0.103
O 0.13486 2.79925 -6.15709  -0.674
H -0.68675 2.65410 -2.40963  0.635
H -0.51638 2.46973 -9.25770  0.317
H 0.88951 1.49063 -0.52329  -0.118
H 0.25279 3.08004 3.04093  0.146
O 3.72342 1.16123 2.82093  -0.629
H -1.71564 8.06803 4.07933  0.310
H 4.97865 -8.75468 1.45324  0.285
H -0.52016 8.02961 5.04098  0.279
H -2.79289 -3.09554 -2.90461  0.257
O 4.79850 -5.17286 1.00660  -0.525
O -4.27068 0.54572 -4.94807  -0.594
O 6.02383 -9.77488 -0.74040  -0.639
H -5.67029 4.12431 0.56483  0.294
H -4.91863 1.10212 -5.39074  0.279
O -6.49234 4.36731 1.00583  -0.625
H -1.34597 0.11296 0.61045  0.466
O 0.11185 4.67946 4.59595  -0.521
H -4.64718 -0.34063 -4.96648  0.328
C -3.34061 0.71632 1.15736  -0.536
H -1.83427 -3.71433 5.89172  0.279
C -1.32298 0.56255 -2.26321  0.787
H -5.07716 0.53788 -2.56327  0.412
H 2.53967 -1.50521 2.79974  0.254
O 1.00891 -4.96570 4.46588  -0.621
H 2.21032 -0.53503 -1.05339  0.011
H -0.97951 4.58845 1.18405  0.258
H -0.38829 -8.08505 4.05777  0.284
O -3.05167 -2.28200 -3.35158  -0.566
H 0.59510 -4.31715 3.88056  0.279
H 3.58310 -2.60948 -0.97872  0.356
H 0.68086 4.98874 5.31022  0.261
H 1.40990 2.96218 -1.35356  0.365
H 4.49568 -3.77567 2.38990  0.555
H -3.13918 2.09495 2.83820  0.320
H -1.73757 -1.36698 -9.77035  0.295
O -4.15887 4.45236 2.75929  -0.553
C 5.22772 -2.93596 0.40457  0.383
O 5.07716 -8.12394 2.17483  -0.677
H -0.90453 -1.31220 -3.92984  0.234
H -0.70299 -0.27160 -1.93791  -0.073
O -0.91603 5.33225 -7.03786  -0.615
H -1.76511 -0.41434 5.45996  0.258
H 0.04228 -2.31300 -0.44847  -0.020
H -6.47067 -0.19951 -0.85455  0.370
C -0.46718 1.69160 -2.87523  -0.830
H 2.72386 4.99480 7.49849  0.289
C 4.43263 -3.96006 1.31754  -0.888
H -3.99163 5.21464 3.32357  0.250
H 4.41339 -4.91434 -1.18777  -0.336
O 6.13881 -3.81160 -0.24471  -0.780
O -2.82889 1.94236 -9.63182  -0.653
H -1.60994 1.46497 2.22246  -0.203
C 4.49558 -2.11253 -0.64754  -0.987
O 0.82553 2.34185 2.80079  -0.393
H 0.84317 -7.21514 4.24851  0.341
I 2.08664 -3.80162 1.13203  -0.254
H 4.96008 -7.25767 1.75591  0.451
H -0.19368 1.89819 -6.25213  0.329
H 6.14525 -6.59407 -1.87149  0.204
O -1.11547 7.46797 4.53510  -0.592
H -0.30735 -0.68067 5.11448  0.234
H 6.47309 -9.49114 -1.54240  0.305
B 5.38888 -5.05848 -0.43689  0.968
O -0.91500 -3.50842 6.07819  -0.609
H -4.19778 -0.69809 -2.67303  0.104
H 3.51477 -0.25082 -2.22590  0.250
H 3.05322 1.84898 2.90558  0.297
H 5.85985 -2.29219 1.02806  0.423
H -4.08897 -0.04233 1.39129  0.460
H -8.06479 4.57806 3.94488  0.299
H 0.51624 4.35299 1.08767  0.304
C 1.02219 1.35417 -2.67282  -0.315
H 1.62824 1.76012 -3.49104  0.488
H 0.57231 -1.60527 -4.11198  0.316
H -3.00119 6.83104 5.52845  0.346
O 2.41942 -1.09853 3.67239  -0.735
H -0.53773 3.35420 -6.57275  0.337
O 1.89659 5.09313 7.01881  -0.614
O 2.64299 -3.06544 5.98400  -0.570
H 3.26451 1.77475 -0.01584  0.375
H -5.10261 4.27630 2.86990  0.333
H 3.42513 -3.21607 6.52402  0.250
H 1.11028 0.26896 -2.72399  -0.088
H 5.15989 -2.07069 -1.51385  0.211
H -0.25712 5.78547 -6.50224  0.310
H -7.54539 3.86676 2.69075  0.329
C 2.97487 1.47314 -1.02550  -1.067
O -3.79412 6.90477 4.98548  -0.616
O -7.13564 0.21317 -0.28508  -0.605
C -2.20098 1.07504 -1.09847  -0.631
H -0.59894 5.32909 4.54008  0.279
C -2.32661 0.17121 0.13164  -0.398
O -0.66649 -2.11424 -1.07727  -0.580
H -3.88970 1.55139 0.71036  0.024
H 1.95236 -2.77947 6.59288  0.288
H 7.35460 -6.11774 -0.69533  0.262
H -6.60115 5.30496 0.82150  0.308
H -2.66677 0.43000 3.19837  0.174
C 6.28622 -6.32986 -0.81710  -0.785

Net charge = -1
DFT total energy = -89253.8625 eV
Kohn-Sham gap = 6.33 eV
E_LUMO = 1.10 eV
Largest force on an atom = 0.026 Eh/bohr
ΔE to the lowest compared entry with this formula, charge and spin = 0.000 eV

---

# C24H24O8

4 unconnected molecules or ions with the total composition C24H24O8 (ωB97M-V with the def2-TZVPD basis set, OMol25).

Last column: Mulliken charge in e.
Geometry (Å):
H 50.99800 8.55200 29.04700  0.551
H 47.03500 7.53000 26.66600  0.574
C 49.53100 7.41000 22.40200  0.555
C 44.75900 10.52900 25.80500  -0.261
H 46.72300 9.03100 21.19000  0.364
C 51.31800 3.47700 32.72400  0.401
H 51.61300 5.85800 30.38800  0.521
C 50.97100 4.47700 31.83400  -0.307
H 49.39900 2.79400 33.10000  0.320
C 48.60800 8.50800 21.88400  -0.615
O 54.16300 5.83300 30.96500  -0.527
C 50.07600 7.71100 27.46000  -0.343
H 44.89600 7.53200 27.63900  0.216
O 50.67100 7.60300 22.96800  -0.555
H 53.58300 6.36100 26.30900  0.336
C 44.30700 9.59600 26.64700  0.410
C 51.26200 7.99100 28.22100  -0.349
H 54.68300 3.72000 32.28400  0.510
C 51.47800 6.53300 25.79000  -0.819
H 46.29500 11.45100 24.55100  0.296
H 47.15000 4.79300 21.81100  0.098
H 45.66000 5.85600 21.48500  0.205
C 46.42000 8.28600 26.35600  -0.450
C 51.88500 5.22000 31.08800  -0.763
H 49.87800 4.61500 31.48700  0.122
C 52.49500 7.48400 27.86300  0.018
O 53.57100 7.60100 28.74400  -0.527
C 53.68700 3.90600 32.20100  -0.977
O 43.12400 9.55200 27.42200  -0.522
C 45.19800 8.45400 26.95800  -0.425
H 54.33400 8.06800 28.41900  0.261
H 48.89100 9.59400 22.00500  0.181
C 50.27000 7.01900 26.25800  1.049
O 45.60700 6.61400 20.99600  -0.504
H 42.37400 10.08000 27.17600  0.301
C 47.77300 5.86200 21.85100  -0.368
H 43.95100 11.34000 25.79000  0.151
H 52.90400 2.47400 33.43100  0.540
C 47.33200 8.16800 21.42600  -0.331
C 53.27700 4.92500 31.31000  0.840
H 51.66600 6.10300 24.88800  0.577
C 46.00000 10.50800 25.12800  -0.726
C 52.64700 3.17300 32.80100  -0.451
H 49.29000 8.54300 27.72300  0.180
H 48.42400 8.76300 25.00000  0.140
O 48.09500 9.57500 25.04700  -0.475
O 50.38300 2.58800 33.21600  -0.562
H 53.79500 6.54300 30.37300  0.311
C 49.00500 6.07900 22.38000  -0.434
C 46.89600 9.40700 25.47300  0.743
H 49.49400 6.35100 24.64700  0.060
O 49.21000 6.64300 25.50600  -0.450
H 50.88000 8.66300 23.12800  0.393
C 52.58700 6.69900 26.64500  -0.488
C 46.85700 6.90500 21.41700  0.473
H 49.54900 5.19600 22.71100  0.536

DFT total energy = -41650.3546 eV
Kohn-Sham gap = 7.62 eV
E_LUMO = 0.14 eV
Largest force on an atom = 0.134 Eh/bohr
SMILES = Oc1ccc(O)cc1.Oc1ccc(O)cc1.Oc1ccc(O)cc1.Oc1ccc(O)cc1
ΔE to the lowest compared entry with this formula, charge and spin = 6.749 eV

---

# CHBr2FO

A single CHBr2FO molecule (ωB97M-V with the def2-TZVPD basis set, OMol25).

Last column: Mulliken charge in e.
Geometry (Å):
Br 1.30599 -1.12990 -0.11957  0.279
H -0.59187 -2.34404 -0.65366  0.292
O 0.14416 -2.13805 -1.23811  -0.660
C 2.97824 -0.43745 0.59666  0.114
F 3.77030 -1.47649 0.74968  -0.063
Br 3.94363 0.97279 -0.00784  0.039

DFT total energy = -145898.4471 eV
Kohn-Sham gap (spin up / spin down) = 7.74 / 7.74 eV
E_LUMO (spin up / spin down) = -1.72 / -1.72 eV
Largest force on an atom = 0.030 Eh/bohr
ΔE to the lowest compared entry with this formula, charge and spin = 4.590 eV